1.
{
  "formula": "C26H22ClFeGeO3",
  "method": "ωB97M-V with the def2-TZVPD basis set",
  "species": ["Ge", "Fe", "Cl", "O", "O", "O", "C", "C", "C", "C", "C", "C", "C", "C", "C", "C", "C", "C", "C", "C", "C", "C", "C", "C", "C", "C", "C", "C", "C", "C", "C", "C", "H", "H", "H", "H", "H", "H", "H", "H", "H", "H", "H", "H", "H", "H", "H", "H", "H", "H", "H", "H", "H", "H"],
  "positions_angstrom": [[-1.14, -1.49, -0.52], [1.22, -1.35, -0.66], [6.91, -0.91, 3.77], [1.21, -2.06, 1.35], [-0.12, 1.37, 0.00], [3.15, -1.90, -0.59], [3.54, -1.72, 1.76], [-1.77, 0.28, 3.41], [3.97, -1.72, 0.39], [4.47, -1.49, 2.79], [-1.96, -0.15, -1.83], [-2.80, -0.71, -2.77], [-1.16, -0.21, 2.26], [-2.31, -3.11, -0.69], [-0.53, 3.30, -1.27], [-1.95, 3.36, -3.19], [-3.92, -0.15, 2.44], [1.17, 0.65, -0.41], [-2.24, 1.99, -3.02], [2.27, 1.64, -0.52], [-3.12, 1.36, -3.93], [-1.91, -0.67, 1.17], [-1.65, 1.23, -1.97], [-3.15, 0.30, 3.51], [5.78, -1.24, 2.50], [-0.79, 1.97, -1.11], [-3.31, -0.61, 1.29], [2.17, -1.88, 2.11], [5.34, -1.48, 0.14], [-3.38, 0.03, -3.82], [6.23, -1.24, 1.16], [-1.11, 4.01, -2.33], [-0.89, 5.07, -2.46], [-3.04, -1.76, -2.70], [2.95, 1.32, -1.31], [-0.71, 0.67, 0.41], [-2.13, -3.63, -1.63], [-3.55, 1.95, -4.73], [-0.08, -0.25, 2.22], [4.13, -1.50, 3.81], [-3.92, -0.95, 0.46], [7.27, -1.06, 0.95], [-1.17, 0.63, 4.24], [-2.43, 3.89, -4.00], [-5.00, -0.13, 2.51], [5.68, -1.49, -0.88], [1.94, -1.80, 3.18], [-3.38, -2.89, -0.61], [1.93, 2.65, -0.73], [2.86, 1.66, 0.41], [-2.04, -3.78, 0.12], [0.10, 3.81, -0.56], [-4.03, -0.47, -4.53], [-3.63, 0.66, 4.41]],
  "e_lumo_ev": [-0.3804, -0.3263],
  "s2": 0.802,
  "multiplicity": 2,
  "relative_energy_kcal_mol": 88.1,
  "total_charge": 0
}

2.
{
  "formula": "C26H22ClO2PTc",
  "method": "ωB97M-V with the def2-TZVPD basis set",
  "species": ["Tc", "Cl", "P", "O", "O", "C", "C", "C", "C", "C", "C", "C", "C", "C", "C", "C", "C", "C", "C", "C", "C", "C", "C", "C", "C", "C", "C", "C", "C", "C", "C", "H", "H", "H", "H", "H", "H", "H", "H", "H", "H", "H", "H", "H", "H", "H", "H", "H", "H", "H", "H", "H", "H"],
  "positions_angstrom": [[-0.35, 1.28, -1.77], [-0.23, 4.07, -2.61], [0.16, -0.29, 0.12], [2.56, 2.15, -1.05], [-1.77, 2.88, 0.51], [-0.20, 0.96, -4.20], [-4.12, -0.29, 2.14], [0.86, -1.88, 0.70], [2.81, 1.99, 3.25], [0.88, 1.60, -4.99], [-2.72, -0.31, 0.18], [0.65, 1.61, 2.24], [-2.99, -0.25, 2.94], [1.46, 1.88, -1.33], [1.99, -4.36, 1.43], [-0.15, -0.31, -3.57], [1.18, 0.58, 1.41], [1.36, -2.76, -0.28], [-1.49, 1.49, -3.98], [1.49, -3.51, 2.41], [-1.54, -0.26, 0.94], [-2.23, 0.58, -3.18], [0.93, -2.28, 2.05], [-1.25, 2.25, -0.32], [1.92, -3.99, 0.08], [-3.99, -0.32, 0.76], [-1.72, -0.24, 2.35], [3.36, 1.01, 2.43], [2.56, 0.32, 1.52], [-1.40, -0.54, -2.94], [1.45, 2.29, 3.15], [-3.09, -0.23, 4.02], [3.43, 2.53, 3.96], [-0.90, -0.21, 3.04], [1.32, -2.48, -1.33], [-0.38, 1.90, 2.20], [1.02, 3.07, 3.77], [3.03, -0.42, 0.88], [0.85, 1.28, -6.04], [2.31, -4.65, -0.68], [1.55, -3.79, 3.45], [-1.81, 2.47, -4.26], [0.77, 2.69, -4.96], [0.69, -0.98, -3.56], [0.58, -1.66, 2.85], [-2.69, -0.35, -0.87], [4.42, 0.80, 2.50], [1.86, 1.36, -4.59], [-4.87, -0.36, 0.13], [-5.11, -0.30, 2.59], [2.43, -5.31, 1.71], [-3.24, 0.71, -2.83], [-1.67, -1.41, -2.37]],
  "e_lumo_ev": [-7.4121, -11.0469],
  "s2": 3.795,
  "multiplicity": 4,
  "relative_energy_kcal_mol": 8.5,
  "total_charge": 2
}

3.
{
  "formula": "C26H22CsN8S2",
  "method": "ωB97M-V with the def2-TZVPD basis set",
  "species": ["Cs", "S", "S", "N", "N", "N", "N", "N", "N", "N", "N", "C", "C", "C", "C", "C", "C", "C", "C", "C", "C", "C", "C", "C", "C", "C", "C", "C", "C", "C", "C", "C", "C", "C", "C", "C", "C", "H", "H", "H", "H", "H", "H", "H", "H", "H", "H", "H", "H", "H", "H", "H", "H", "H", "H", "H", "H", "H", "H"],
  "positions_angstrom": [[0.12, 0.13, 1.15], [-1.82, -0.96, 3.62], [2.58, 1.70, -0.48], [-1.82, -3.05, 1.93], [3.19, 3.69, 1.16], [0.38, -2.65, 4.67], [-0.06, 2.91, 0.19], [-1.14, -2.89, 0.92], [-2.34, 1.51, -0.29], [0.98, 3.58, 0.73], [-0.22, -3.17, 3.55], [-0.39, 7.26, -0.51], [-0.31, 5.88, -0.62], [1.57, -3.01, 6.72], [-3.36, 3.47, -1.18], [2.16, 3.03, 0.52], [-2.73, -4.36, -0.29], [-4.47, 1.37, -1.37], [2.39, -3.79, 7.52], [-1.15, -2.99, -1.47], [2.39, -5.50, 5.85], [-2.68, -4.38, -2.69], [-1.65, -3.46, -2.68], [-1.70, -3.43, -0.28], [-2.16, 5.67, 0.89], [-2.23, 7.05, 1.01], [-1.35, 7.85, 0.30], [-4.44, 2.73, -1.61], [-3.39, 0.81, -0.70], [1.16, -3.47, 5.46], [2.81, -5.05, 7.09], [-1.13, 3.59, -0.05], [-3.22, -4.84, -1.49], [1.58, -4.73, 5.03], [-1.19, -2.47, 3.09], [-2.31, 2.84, -0.52], [-1.20, 5.07, 0.08], [-3.31, 4.54, -1.37], [-2.86, 5.04, 1.44], [4.05, 3.18, 1.23], [-5.30, 0.75, -1.67], [-3.13, -4.70, 0.66], [-1.40, 8.93, 0.39], [-0.34, -2.27, -1.45], [-4.01, -5.57, -1.50], [1.25, -5.09, 4.07], [-5.26, 3.21, -2.13], [2.69, -3.42, 8.48], [-3.07, -4.76, -3.63], [-0.08, -1.85, 5.08], [2.71, -6.48, 5.50], [0.45, 5.42, -1.23], [2.92, 4.30, 1.91], [-1.23, -3.10, -3.61], [-3.37, -0.25, -0.48], [-2.98, 7.50, 1.65], [0.31, 7.88, -1.06], [1.25, -2.03, 7.06], [3.44, -5.66, 7.72]],
  "e_lumo_ev": 2.1518,
  "relative_energy_kcal_mol": 0.0,
  "total_charge": -1
}

4.
{
  "formula": "C26H22F3MoN10O5Sb",
  "method": "ωB97M-V with the def2-TZVPD basis set",
  "species": ["Sb", "Mo", "F", "F", "F", "O", "O", "O", "O", "O", "N", "N", "N", "N", "N", "N", "N", "N", "N", "N", "C", "C", "C", "C", "C", "C", "C", "C", "C", "C", "C", "C", "C", "C", "C", "C", "C", "C", "C", "C", "C", "C", "C", "C", "C", "C", "H", "H", "H", "H", "H", "H", "H", "H", "H", "H", "H", "H", "H", "H", "H", "H", "H", "H", "H", "H", "H", "H"],
  "positions_angstrom": [[1.12, -2.78, 0.09], [0.32, 0.03, 0.16], [-2.29, -6.34, 3.85], [0.79, -5.93, -5.28], [7.03, -4.10, 1.43], [3.45, -0.37, -2.23], [-2.48, 1.69, -1.32], [-1.42, -0.64, 0.07], [2.01, 0.33, -0.66], [-3.19, -1.48, -1.03], [-0.16, 0.05, -2.17], [0.06, 3.96, 1.70], [0.51, 2.05, 3.01], [-0.19, 4.15, 0.39], [1.22, 0.17, 4.26], [1.46, -1.12, 3.91], [-0.17, 3.05, -0.25], [0.80, -0.15, 2.12], [1.23, -1.33, 2.68], [0.09, 2.03, 0.63], [2.33, -0.13, -1.88], [2.03, -3.81, -2.65], [1.13, -0.37, -2.78], [1.97, -4.48, -3.86], [3.97, -2.24, 1.05], [5.75, -3.81, 1.14], [0.86, -5.28, -4.11], [-2.09, -1.03, -1.06], [-0.17, -5.65, 3.13], [0.83, 0.74, 3.14], [-2.04, 1.72, -2.65], [-1.20, -0.98, -2.29], [-0.08, -4.74, -1.99], [3.62, -4.51, 0.37], [5.30, -2.52, 1.34], [-0.16, -5.43, -3.20], [-1.41, -3.95, 1.31], [0.23, 2.66, 1.81], [-0.02, -4.01, 1.36], [-2.19, -4.73, 2.14], [-1.55, -5.57, 3.04], [3.12, -3.23, 0.57], [1.02, -3.93, -1.71], [0.59, -4.86, 2.28], [4.94, -4.82, 0.66], [-0.58, 1.33, -2.84], [3.61, -1.23, 1.21], [-1.00, -6.07, -3.43], [2.97, -5.29, -0.03], [1.67, -4.90, 2.36], [1.32, 0.13, -3.72], [2.75, -4.40, -4.60], [5.97, -1.77, 1.72], [-1.82, -0.87, -3.18], [-0.42, 1.21, -3.92], [-1.92, -3.27, 0.63], [1.11, -1.44, -2.99], [-2.69, 1.06, -3.21], [-2.15, 2.72, -3.10], [2.90, -3.19, -2.45], [0.28, -6.31, 3.86], [-0.87, -4.87, -1.27], [5.34, -5.81, 0.52], [0.60, 2.65, 3.81], [0.08, 2.11, -2.48], [-1.97, 2.35, -0.83], [-0.73, -1.97, -2.34], [-3.27, -4.69, 2.12]],
  "e_lumo_ev": [-1.7110, -1.7446],
  "total_charge": 0
}